i.
A 2-piece molecular cluster, C4H12N2O overall. Source: the OMol25 dataset; level of theory: ωB97M-V/def2-TZVPD.

Geometry (Å):
C -2.60 -0.41 -0.08
N -1.49 0.30 0.53
O -1.51 0.13 1.95
H -2.03 0.87 2.29
H -0.61 -0.16 0.25
H -2.65 -1.47 0.20
H -2.49 -0.33 -1.16
H -3.53 0.08 0.23
C 2.07 -0.47 0.85
N 1.12 1.51 -1.26
C 1.23 0.14 -1.45
C 1.67 -0.75 -0.57
H 0.38 1.95 -1.79
H 1.13 1.80 -0.29
H 0.97 -0.18 -2.46
H 1.79 -1.78 -0.89
H 1.65 0.46 1.22
H 1.75 -1.28 1.50
H 3.16 -0.40 0.93

- E_LUMO: 1.0 eV
- Gap between HOMO and LUMO: 9.1 eV
- E_HOMO: -8.098 eV

ii.
A 2-piece molecular cluster, C4H12N2O overall. Source: the OMol25 dataset; level of theory: ωB97M-V/def2-TZVPD.

Geometry (Å):
C -2.10 -0.64 0.91
C -1.96 -0.63 -0.62
C -1.20 0.60 -1.12
N 0.13 0.73 -0.58
C 1.13 -0.02 -1.07
N 2.28 -0.15 -0.51
H -1.12 -0.86 1.34
H -2.46 0.35 1.22
H -2.81 -1.39 1.23
H -2.94 -0.69 -1.08
H -1.42 -1.52 -0.96
H -1.15 0.54 -2.21
H -1.76 1.52 -0.91
H 0.28 1.00 0.38
H 0.82 -0.69 -1.86
H 2.94 -0.53 -1.17
H 1.79 0.10 1.33
H 2.47 0.53 2.60
O 1.65 0.14 2.29

- E_LUMO: 1.0 eV
- Gap between HOMO and LUMO: 10.1 eV
- E_HOMO: -9.171 eV

iii.
A 3-piece molecular cluster, C4H12N2O overall. Source: the OMol25 dataset; level of theory: ωB97M-V/def2-TZVPD.

Geometry (Å):
C 1.03 1.69 -0.46
C 0.29 -0.19 1.51
C -0.41 -1.75 -0.42
C 0.92 0.24 -0.81
N -1.83 0.66 0.10
N -0.02 -0.43 0.02
O -2.31 0.38 -0.96
H 1.33 2.23 -1.36
H -0.01 1.96 -0.33
H 1.53 2.02 0.44
H 1.38 -0.12 1.65
H -0.18 0.75 1.72
H -0.19 -1.05 2.02
H 0.36 -2.49 -0.44
H -1.23 -1.89 0.22
H -0.86 -1.73 -1.41
H 1.93 -0.17 -0.79
H 0.69 0.18 -1.90
H -2.39 -0.30 1.21

- E_LUMO (spin up / spin down): 0.7 / 0.7 eV
- Gap between HOMO and LUMO (spin up / spin down): 8.9 / 8.9 eV
- E_HOMO (spin up / spin down): -8.198 / -8.197 eV

iv.
C4H12N2O as an isolated structure. Source: the OMol25 dataset; level of theory: ωB97M-V/def2-TZVPD.

Geometry (Å):
C 1.19 0.25 -0.31
C -0.60 0.45 0.56
C 0.81 -0.37 -1.63
C 1.73 1.65 -0.34
N -0.13 -0.37 1.49
N -2.49 -1.64 1.05
O -2.01 -0.61 1.90
H -0.05 -1.34 1.17
H 1.84 -0.41 0.26
H -2.77 -2.42 1.64
H -3.34 -1.31 0.59
H -1.31 0.17 -0.22
H -0.62 1.51 0.83
H 0.19 0.31 -2.23
H 1.86 2.04 0.67
H 2.71 1.67 -0.83
H 0.24 -1.29 -1.49
H 1.71 -0.59 -2.22
H 1.07 2.33 -0.90

- E_LUMO (spin up / spin down): 0.5 / 0.5 eV
- Gap between HOMO and LUMO (spin up / spin down): 8.4 / 8.0 eV
- E_HOMO (spin up / spin down): -7.881 / -7.505 eV

It is ii that is the most stable of them.

i.
A single C4H12N2O molecule. Source: the OMol25 dataset; level of theory: ωB97M-V/def2-TZVPD.

Geometry (Å):
C -1.02 0.19 1.02
N -2.36 -0.18 1.48
C -0.78 -0.04 -0.50
C -0.93 -1.55 -0.84
N 0.53 0.40 -0.92
C 1.60 0.55 0.04
O 2.90 0.60 -0.52
H -0.83 1.27 1.17
H -0.31 -0.40 1.58
H -2.40 0.11 2.46
H -2.99 0.51 1.02
H -1.68 0.47 -0.86
H -1.13 -1.74 -1.90
H -1.71 -2.09 -0.29
H 0.09 -2.01 -0.64
H 0.70 -0.05 -1.80
H 1.49 1.48 0.57
H 1.63 -0.35 0.66
H 3.48 1.32 -0.27

- E_LUMO: 0.9 eV
- Gap between HOMO and LUMO: 9.3 eV
- E_HOMO: -8.404 eV

ii.
A 2-piece molecular cluster, C4H12N2O overall. Source: the OMol25 dataset; level of theory: ωB97M-V/def2-TZVPD.

Geometry (Å):
C -3.27 1.99 -1.82
C 2.16 -0.69 -0.58
C 1.62 -1.39 0.70
C 1.74 -0.99 3.18
H -2.91 0.08 -2.25
H -4.06 0.80 -3.33
H -3.11 2.98 -2.37
H -4.33 1.89 -1.22
H -2.25 1.69 -1.26
H 2.56 -1.47 -1.25
H 3.20 -0.13 -0.42
H 1.27 -0.09 -0.93
H 2.76 0.16 1.48
H 0.60 -0.98 3.07
H 2.31 -1.83 3.66
H 1.98 0.04 3.66
N -3.12 0.91 -2.94
N 2.20 -0.87 1.77
O 0.65 -2.11 0.86

- E_LUMO: 0.6 eV
- Gap between HOMO and LUMO: 10.2 eV
- E_HOMO: -9.585 eV

iii.
C4H12N2O as an isolated structure. Source: the OMol25 dataset; level of theory: ωB97M-V/def2-TZVPD.

Geometry (Å):
C -0.82 1.40 -1.43
C -1.35 -0.85 -1.90
N -0.88 -0.01 -1.11
H 0.24 1.66 -1.36
H -1.38 1.96 -0.67
H -1.22 1.59 -2.42
H -1.78 -0.55 -2.85
H -1.35 -1.91 -1.64
H -0.24 -0.37 -0.09
C 0.01 0.15 2.13
N 0.42 -0.75 1.05
C 1.86 -0.49 0.54
O 1.81 0.28 -0.51
H 0.34 1.14 1.87
H 0.46 -0.12 3.08
H -1.08 0.15 2.23
H 0.29 -1.70 1.32
H 2.28 -1.51 0.38
H 2.40 -0.07 1.40

- E_LUMO: 0.6 eV
- Gap between HOMO and LUMO: 7.4 eV
- E_HOMO: -6.871 eV

It is i that is the most stable of them.

i.
A single C4H12N2O molecule. Source: the OMol25 dataset; level of theory: ωB97M-V/def2-TZVPD.

Geometry (Å):
N 0.35 0.68 1.84
C -0.03 0.58 0.41
C -0.89 -0.68 0.37
C -1.90 -0.69 -0.77
O -0.07 -1.86 0.34
C 1.16 0.45 -0.55
N 1.29 1.70 -1.37
H 0.83 1.53 2.08
H 1.02 -0.06 2.08
H -0.69 1.40 0.14
H -1.48 -0.79 1.28
H -2.76 -0.09 -0.45
H -1.61 -0.36 -1.77
H -2.30 -1.67 -1.07
H -0.64 -2.65 0.16
H 0.98 -0.40 -1.20
H 2.03 0.38 0.10
H 1.21 1.43 -2.34
H 2.22 2.07 -1.24

- E_LUMO: 0.9 eV
- Gap between HOMO and LUMO: 9.8 eV
- E_HOMO: -8.921 eV

ii.
A single C4H12N2O molecule. Source: the OMol25 dataset; level of theory: ωB97M-V/def2-TZVPD.

Geometry (Å):
N 1.59 -1.43 -1.79
C 0.88 -0.17 -1.46
C 1.21 0.17 0.00
N 0.32 1.11 0.67
C -0.68 0.64 1.62
C -2.06 0.36 1.07
O -2.08 -0.76 0.18
H 1.36 -1.71 -2.74
H 2.59 -1.24 -1.83
H -0.19 -0.34 -1.56
H 1.30 0.63 -2.07
H 1.18 -0.72 0.63
H 2.25 0.50 0.05
H -0.17 1.73 0.04
H -0.40 -0.25 2.17
H -0.76 1.32 2.48
H -2.68 0.05 1.93
H -2.46 1.20 0.56
H -1.18 -1.08 0.05

- E_LUMO: 1.0 eV
- Gap between HOMO and LUMO: 9.7 eV
- E_HOMO: -8.711 eV

iii.
A 2-piece molecular cluster, C4H12N2O overall. Source: the OMol25 dataset; level of theory: ωB97M-V/def2-TZVPD.

Geometry (Å):
C 0.32 -1.25 1.44
C 0.06 -0.52 0.09
C -1.38 0.02 0.11
C -1.62 1.33 0.41
N -2.41 -0.88 -0.19
N 0.38 -0.60 2.71
H -0.61 -1.86 1.48
H 1.05 -1.99 1.11
H 0.16 -1.41 -0.56
H 0.75 0.38 -0.03
H -2.55 1.84 0.65
H -0.66 1.85 0.49
H -2.75 -0.70 -1.12
H -2.02 -1.84 -0.20
H 1.19 -0.95 3.24
H 0.66 0.37 2.61
H 2.69 2.61 -4.50
H 3.22 1.43 -3.62
O 3.50 2.19 -4.13

- E_LUMO: 0.5 eV
- Gap between HOMO and LUMO: 9.0 eV
- E_HOMO: -8.523 eV

It is i that is the most stable of them.

i.
C4H12N2O as an isolated structure. Source: the OMol25 dataset; level of theory: ωB97M-V/def2-TZVPD.

Geometry (Å):
C 0.60 -1.30 0.99
C -0.30 -0.11 1.10
N 1.50 1.48 0.92
O -1.42 -0.35 1.78
N 0.11 1.23 1.12
H -1.76 0.53 2.04
H 2.05 1.07 1.66
H 1.84 1.13 0.03
H 0.00 -2.20 0.84
H 1.32 -1.18 0.19
H 1.14 -1.40 1.94
C -1.13 -0.01 -0.99
C -0.18 0.12 -2.18
H 0.67 -0.58 -2.09
H -1.52 -1.03 -0.89
H -2.00 0.65 -1.07
H -0.50 0.93 0.01
H -0.66 -0.10 -3.14
H 0.24 1.13 -2.25

- E_LUMO: 0.8 eV
- Gap between HOMO and LUMO: 8.3 eV
- E_HOMO: -7.437 eV

ii.
C4H12N2O as an isolated structure. Source: the OMol25 dataset; level of theory: ωB97M-V/def2-TZVPD.

Geometry (Å):
C -0.67 0.05 0.25
C 0.71 -0.57 -0.01
C 1.85 0.40 -1.40
C -1.51 -1.08 0.87
N -1.20 0.53 -1.02
N -0.75 1.20 1.17
O 1.42 -0.69 1.18
H 1.93 -1.51 1.14
H 1.25 0.70 -0.39
H -1.28 -0.25 -1.67
H -0.22 0.99 2.01
H -0.33 2.02 0.73
H -2.12 0.93 -0.88
H 2.12 1.46 -1.57
H 2.75 -0.19 -1.30
H 1.22 0.06 -2.21
H -1.13 -1.35 1.86
H -2.54 -0.74 0.99
H -1.49 -1.96 0.23

- E_LUMO: 0.8 eV
- Gap between HOMO and LUMO: 8.2 eV
- E_HOMO: -7.339 eV

It is ii that is the most stable of them.

i.
An isolated ion of composition C3H8NO and charge -1. Source: the OMol25 dataset; level of theory: ωB97M-V/def2-TZVPD.

Geometry (Å):
C -0.30 1.56 0.88
N 0.58 1.05 -0.22
C -0.10 0.10 -1.08
C -0.40 -1.29 -0.33
O 0.44 -1.44 0.72
H 0.23 2.40 1.30
H -0.52 0.76 1.60
H -1.23 1.81 0.37
H 1.22 0.44 0.29
H 0.60 -0.34 -1.78
H -0.95 0.62 -1.55
H -0.26 -2.08 -1.11
H -1.46 -1.38 0.01

- Net charge: -1
- E_LUMO: 4.6 eV
- Gap between HOMO and LUMO: 7.0 eV
- E_HOMO: -2.341 eV

ii.
C3H8NO as an isolated structure. Source: the OMol25 dataset; level of theory: ωB97M-V/def2-TZVPD.

Geometry (Å):
C -0.54 -0.23 -0.61
N -1.91 -0.84 -0.65
C -0.13 0.27 0.92
C 0.64 -0.85 0.22
O 1.96 -0.59 0.19
H -0.75 -0.97 -1.46
H 1.91 2.19 -0.53
H -0.48 0.71 -1.15
H -1.88 -1.29 0.24
H 0.59 1.05 1.16
H -0.94 0.22 1.58
H 1.13 2.23 -0.41
H 0.40 -1.89 0.49

- Net charge: -1
- E_LUMO: 4.7 eV
- Gap between HOMO and LUMO: 7.4 eV
- E_HOMO: -2.650 eV

iii.
A 2-piece molecular cluster, C3H8NO overall. Source: the OMol25 dataset; level of theory: ωB97M-V/def2-TZVPD.

Geometry (Å):
C -0.34 0.78 -2.11
O 0.22 1.70 -1.27
H -1.18 0.16 -1.76
H -0.77 1.19 -3.08
H 0.43 0.00 -2.40
C -0.64 -1.73 1.39
C 0.53 0.30 1.18
N 0.59 -0.99 1.22
H -1.41 -1.10 0.96
H -0.89 -2.11 2.40
H -0.65 -2.74 0.93
H 1.12 0.94 1.87
H 0.28 0.85 0.22

- Net charge: -1
- E_LUMO: 4.0 eV
- Gap between HOMO and LUMO: 6.5 eV
- E_HOMO: -2.548 eV

iv.
An isolated ion of composition C3H8NO and charge -1. Source: the OMol25 dataset; level of theory: ωB97M-V/def2-TZVPD.

Geometry (Å):
C 0.94 0.31 -0.71
O 1.85 -0.08 0.19
C -0.54 0.27 -0.17
C -1.51 -0.78 -0.70
N -0.60 0.28 1.31
H 0.95 -0.29 -1.65
H 1.08 1.38 -1.03
H -1.02 1.21 -0.48
H -1.28 -1.77 -0.30
H -2.53 -0.55 -0.40
H -1.45 -0.93 -1.78
H 0.13 0.95 1.56
H -0.09 -0.56 1.56

- Net charge: -1
- E_LUMO: 4.5 eV
- Gap between HOMO and LUMO: 6.8 eV
- E_HOMO: -2.296 eV

It is iv that is the most stable of them.